Record 1
78
Properties=species:S:1:pos:R:3 method="wB97M-V/def2-TZVPD" multiplicity=6 e_above_lowest_kj_mol=152.59 lumo_energy_ev="4.769 / 4.676" orbital_gap_ev="3.75 / 5.88" total_charge=-2
Mn 0.53 -0.40 -0.31
O -0.88 -1.30 -1.19
C -1.45 -2.47 -0.94
C -2.42 -2.93 -1.82
C -3.09 -4.15 -1.64
C -2.77 -4.93 -0.54
C -1.80 -4.50 0.35
C -1.11 -3.28 0.20
C -0.13 -2.92 1.15
N 0.58 -1.79 1.09
N 1.42 -1.52 2.11
C 1.95 -0.34 1.99
O 1.67 0.49 1.00
C 2.89 0.12 3.01
C 3.50 1.38 2.89
C 4.38 1.84 3.86
C 4.68 1.05 4.97
C 4.08 -0.20 5.10
C 3.20 -0.66 4.14
H -2.65 -2.30 -2.67
H -3.84 -4.47 -2.35
H -3.27 -5.88 -0.38
H -1.55 -5.12 1.20
H 0.07 -3.57 2.00
H 3.26 1.99 2.03
H 4.84 2.81 3.74
H 5.37 1.41 5.73
H 4.30 -0.82 5.96
H 2.73 -1.63 4.24
C -1.25 0.34 3.18
Sb -1.45 0.90 1.12
C -3.51 0.32 0.92
C -1.76 3.00 1.56
C -2.45 3.74 0.48
C -3.81 3.97 0.57
C -4.53 4.64 -0.41
C -3.85 5.09 -1.54
C -2.49 4.88 -1.65
C -1.73 4.21 -0.66
C -0.35 3.97 -0.86
Sb 0.31 1.65 -2.03
C -1.76 1.58 -2.59
C 0.91 0.99 -4.02
H -2.08 0.76 3.75
H -0.30 0.71 3.59
H -1.25 -0.75 3.25
H -4.09 1.12 0.46
H -3.92 0.09 1.90
H -3.55 -0.56 0.29
H -0.76 3.40 1.75
H -2.32 3.03 2.50
H -4.33 3.61 1.46
H -5.60 4.79 -0.31
H -4.38 5.61 -2.33
H -1.97 5.23 -2.54
H 0.28 3.70 -0.02
H 0.14 4.61 -1.59
H -1.97 2.31 -3.38
H -2.42 1.81 -1.75
H -1.97 0.57 -2.94
H 0.47 1.63 -4.79
H 0.55 -0.03 -4.15
H 1.99 1.00 -4.11
C 1.38 -3.07 -2.53
C 2.54 -2.30 -1.90
C 3.59 -2.02 -2.98
C 3.19 -3.20 -0.82
C 2.12 -1.00 -1.27
H 1.76 -3.91 -3.12
H 0.80 -2.42 -3.19
H 0.71 -3.47 -1.78
H 3.96 -2.95 -3.44
H 4.45 -1.49 -2.56
H 3.17 -1.39 -3.77
H 3.48 -4.17 -1.24
H 2.49 -3.37 -0.01
H 4.08 -2.72 -0.41
H 2.98 -0.37 -0.99

Record 2
20
Properties=species:S:1:pos:R:3 method="wB97M-V/def2-TZVPD" e_above_lowest_kj_mol=455.45 lumo_energy_ev="-0.879 / -0.582" orbital_gap_ev="7.11 / 6.78"
C 2.90 -0.71 -0.37
C 3.09 0.49 0.22
C -2.28 -0.14 0.78
C -1.41 0.38 1.50
C 1.63 -1.00 -0.95
C 1.99 1.45 0.24
C -2.54 0.16 -0.65
C -0.25 1.82 -0.21
N 0.64 -0.15 -1.01
N 0.78 0.98 -0.42
O 2.07 2.59 0.70
S -1.78 1.77 -1.04
H 3.64 -1.54 -0.47
H 4.07 0.82 0.70
H -2.96 -0.99 0.97
H -0.75 0.18 2.28
H 1.39 -2.00 -1.38
H -1.87 -0.51 -1.19
H -3.53 0.00 -1.04
H 0.03 2.77 0.31

Record 3
16
Properties=species:S:1:pos:R:3 method="wB97M-V/def2-TZVPD" multiplicity=6 e_above_lowest_kj_mol=10.64 lumo_energy_ev="-4.020 / -7.132" orbital_gap_ev="9.29 / 6.50" total_charge=+1
C 0.44 1.28 -2.58
H 0.90 2.19 -2.18
H 0.50 1.31 -3.68
H 1.00 0.39 -2.24
O -0.89 1.24 -2.14
C -1.28 -0.04 -1.61
H -2.35 0.06 -1.36
H -1.24 -0.79 -2.44
O -1.14 -0.22 1.89
C -0.32 -0.43 2.79
C 1.05 -0.91 2.47
O 1.24 -1.14 1.14
Ru -0.27 -0.77 0.08
H -0.59 -0.20 3.84
H 1.20 -1.81 3.11
H 1.74 -0.15 2.91

Record 4
18
Properties=species:S:1:pos:R:3 method="wB97M-V/def2-TZVPD" e_above_lowest_kj_mol=0.00 lumo_energy_ev=-0.654 orbital_gap_ev=9.43
N -1.65 1.84 -1.63
C -2.05 1.04 -0.90
C -2.49 0.09 0.09
Cl -3.99 -0.74 -0.37
Cl -2.74 0.92 1.73
C -1.40 -0.97 0.49
O -1.72 -2.10 0.78
C -0.01 -0.53 0.26
C 0.32 0.78 0.58
C 1.65 1.23 0.43
C 2.54 0.36 -0.18
C 2.13 -0.88 -0.59
C 0.93 -1.40 -0.32
H -0.49 1.42 0.89
H 1.83 2.25 0.85
H 3.53 0.60 -0.54
H 2.91 -1.40 -1.18
H 0.68 -2.52 -0.38

Record 5
116
Properties=species:S:1:pos:R:3 method="wB97M-V/def2-TZVPD" multiplicity=2 lumo_energy_ev="0.354 / 0.352" orbital_gap_ev="8.62 / 9.76"
C -0.63 -1.04 1.98
C 0.89 -1.10 2.15
C 1.11 -2.29 3.11
C 1.47 0.14 2.87
C 1.86 1.37 2.02
C 0.62 2.22 1.72
C -0.18 2.72 2.95
C -1.67 2.41 2.83
I -2.52 3.40 1.13
C 2.98 2.13 2.79
C 2.91 3.68 2.87
C 2.44 4.18 4.25
C 1.57 5.44 4.21
S 2.57 6.92 4.57
C 1.40 8.15 4.20
N 0.76 8.91 5.00
N -0.05 9.70 4.21
C 0.15 9.36 3.01
O 1.07 8.37 2.91
C 2.45 0.94 0.65
C 1.85 -0.30 -0.04
C 0.65 0.02 -0.94
C 2.93 -0.79 -1.04
N 1.59 -1.43 0.88
O 2.59 -2.23 1.03
H -0.97 -0.21 1.37
H -1.03 -1.99 1.67
H -1.02 -0.85 2.98
H 0.39 -2.17 3.91
H 2.10 -2.30 3.53
H 0.87 -3.22 2.61
H 2.37 -0.20 3.37
H 0.78 0.39 3.66
H 0.89 3.08 1.12
H -0.06 1.64 1.10
H -0.14 3.81 2.93
H 0.20 2.35 3.89
H -1.88 1.35 2.82
H -2.19 2.84 3.67
H 3.95 1.88 2.37
H 3.02 1.77 3.81
H 2.37 4.15 2.06
H 3.94 4.03 2.78
H 3.32 4.38 4.86
H 1.88 3.41 4.77
H 1.18 5.58 3.21
H 0.76 5.36 4.93
H -0.35 9.78 2.17
H 3.53 0.79 0.70
H 2.30 1.77 -0.03
H 0.90 0.80 -1.64
H -0.27 0.21 -0.39
H 0.47 -0.88 -1.53
H 3.92 -0.79 -0.62
H 2.91 -0.09 -1.87
H 2.66 -1.75 -1.46
C 1.11 -5.39 -0.36
C 0.57 -6.01 0.92
O -0.81 -5.79 1.13
C -1.69 -6.28 0.12
C -1.60 -7.79 -0.08
H 0.93 -4.31 -0.36
H 2.19 -5.56 -0.43
H 0.64 -5.81 -1.25
H 1.07 -5.57 1.78
H 0.79 -7.09 0.95
H -1.52 -5.75 -0.82
H -2.69 -6.02 0.45
H -0.62 -8.10 -0.42
H -2.33 -8.10 -0.83
H -1.82 -8.31 0.85
C -0.82 7.88 0.20
C 0.50 7.23 -0.17
O 0.79 7.25 -1.55
C 0.90 8.53 -2.15
C 1.98 9.41 -1.54
H -1.65 7.41 -0.34
H -1.00 7.79 1.27
H -0.84 8.95 -0.05
H 0.46 6.17 0.11
H 1.32 7.67 0.41
H -0.07 9.04 -2.12
H 1.12 8.35 -3.19
H 1.79 9.63 -0.49
H 2.03 10.36 -2.08
H 2.95 8.92 -1.61
C -7.30 -7.12 -0.86
C -6.14 -6.14 -0.90
O -4.99 -6.63 -1.56
C -5.15 -6.98 -2.92
C -5.60 -5.84 -3.81
H -7.00 -8.05 -0.39
H -8.14 -6.69 -0.31
H -7.66 -7.36 -1.86
H -5.83 -5.92 0.12
H -6.46 -5.18 -1.34
H -5.83 -7.84 -3.01
H -4.17 -7.33 -3.24
H -6.58 -5.46 -3.53
H -5.65 -6.17 -4.85
H -4.89 -5.01 -3.74
C 2.47 -4.35 -6.20
C 2.49 -3.81 -4.78
O 2.36 -2.40 -4.70
C 1.17 -1.85 -5.23
C -0.10 -2.36 -4.57
H 3.26 -3.89 -6.80
H 2.62 -5.43 -6.19
H 1.52 -4.15 -6.70
H 3.45 -4.04 -4.32
H 1.73 -4.30 -4.17
H 1.13 -2.00 -6.32
H 1.25 -0.77 -5.08
H -0.23 -3.43 -4.71
H -0.97 -1.86 -5.00
H -0.07 -2.16 -3.50

Record 6
11
Properties=species:S:1:pos:R:3 method="wB97M-V/def2-TZVPD" e_above_lowest_kj_mol=192.58 lumo_energy_ev=0.715 orbital_gap_ev=11.49
O -2.28 0.10 0.04
C -1.11 0.06 -0.09
O -0.21 1.14 0.29
C 1.09 1.12 -0.16
O 1.73 -0.25 -0.10
C 0.81 -1.11 0.36
O -0.46 -1.05 -0.39
H 1.79 1.66 0.54
H 1.38 1.46 -1.37
H 1.30 -2.03 0.04
H 0.52 -1.06 1.39

Record 7
70
Properties=species:S:1:pos:R:3 method="wB97M-V/def2-TZVPD" lumo_energy_ev="-6.804 / -6.808" orbital_gap_ev="3.41 / 3.41" total_charge=+1
Pd -0.22 -0.02 -0.07
O 3.40 -0.82 4.32
C 3.38 -1.75 3.30
C 4.33 -2.76 3.38
C 4.41 -3.71 2.37
C 3.53 -3.66 1.29
C 2.59 -2.64 1.22
C 2.51 -1.68 2.23
C 1.50 -0.57 2.07
O 0.29 -0.99 1.54
N 2.08 0.45 1.17
N 1.10 1.35 0.76
C 1.40 2.59 0.75
C 0.58 3.70 0.30
Br -1.20 3.36 -0.27
C 1.01 4.96 0.29
C 2.30 5.46 0.80
C 3.06 6.31 -0.01
C 4.28 6.79 0.44
C 4.74 6.46 1.71
C 3.98 5.65 2.53
C 2.76 5.15 2.08
H 2.55 -0.37 4.37
H 5.00 -2.79 4.23
H 5.15 -4.49 2.44
H 3.59 -4.40 0.50
H 1.91 -2.58 0.39
H 1.28 -0.09 3.04
H 2.89 0.92 1.58
H 2.38 2.88 1.12
H 0.36 5.71 -0.14
H 2.70 6.57 -0.99
H 4.87 7.44 -0.20
H 5.69 6.85 2.06
H 4.32 5.41 3.53
H 2.15 4.55 2.74
C -3.75 0.98 1.90
C -4.00 0.56 0.50
C -5.23 0.06 0.05
C -5.38 -0.29 -1.27
C -4.27 -0.19 -2.14
C -4.28 -0.54 -3.51
Br -5.82 -1.19 -4.30
C -3.14 -0.44 -4.34
C -1.95 -0.02 -3.84
Br -0.43 0.02 -4.86
C -1.82 0.32 -2.41
O -0.73 0.63 -1.97
C -3.06 0.26 -1.57
N -2.95 0.65 -0.33
H -4.62 0.84 2.54
H -3.46 2.04 1.91
H -2.90 0.42 2.28
H -6.06 -0.03 0.73
H -6.33 -0.64 -1.64
H -3.23 -0.74 -5.38
Cl -3.17 -7.56 -2.96
C -2.44 -6.04 -2.54
C -1.45 -5.52 -3.36
C -0.87 -4.31 -3.02
C -1.28 -3.63 -1.87
C -2.26 -4.18 -1.05
C -2.84 -5.39 -1.38
C -0.63 -2.33 -1.53
O 0.39 -1.94 -2.09
O -1.29 -1.61 -0.65
H -1.15 -6.05 -4.25
H -0.08 -3.88 -3.62
H -2.55 -3.66 -0.15
H -3.60 -5.84 -0.75

Record 8
38
Properties=species:S:1:pos:R:3 method="wB97M-V/def2-TZVPD" multiplicity=5 e_above_lowest_kj_mol=0.00 lumo_energy_ev="3.874 / 2.024" orbital_gap_ev="6.14 / 4.24" total_charge=-2
Co 0.90 -0.78 -0.42
S -0.39 -3.44 0.06
C -1.29 -2.22 0.84
N -0.90 -0.98 0.82
C -1.79 -0.15 1.46
C -1.65 1.24 1.58
C -2.65 1.94 2.22
C -3.78 1.28 2.74
C -3.93 -0.08 2.62
C -2.92 -0.80 1.98
S -2.80 -2.49 1.67
H -0.79 1.72 1.15
H -2.57 3.01 2.32
H -4.55 1.86 3.23
H -4.80 -0.58 3.02
S 1.47 1.54 -0.26
C 2.73 1.16 -1.39
S 2.75 -0.45 -1.96
C 3.66 2.12 -1.78
C 3.63 3.45 -1.29
N 3.65 4.55 -0.92
C 4.69 1.83 -2.71
N 5.55 1.64 -3.46
F -1.44 -0.87 -4.86
C -2.31 -0.44 -3.94
F -2.25 0.90 -3.91
F -3.55 -0.78 -4.36
S -1.96 -1.17 -2.28
O -2.12 -2.58 -2.49
O -2.95 -0.55 -1.42
O -0.58 -0.72 -2.06
C 3.61 -0.79 2.21
C 2.90 -2.03 1.67
O 3.36 -3.15 1.88
O 1.81 -1.78 1.04
H 4.62 -1.03 2.52
H 3.05 -0.42 3.06
H 3.60 0.00 1.45

| no. | E_tot (a.u.) |
| --- | --- |
| 1 | -3096.6004 |
| 2 | -892.3888 |
| 3 | -477.3388 |
| 4 | -1396.2860 |
| 5 | -2649.4745 |
| 6 | -417.6199 |
| 7 | -10122.1864 |
| 8 | -4751.6623 |